151
Properties=species:S:1:pos:R:3:forces:R:3:lowdin_charge:R:1 method="wB97M-V/def2-TZVPD" e_lumo_ev=-0.514 total_charge=-1 spin_multiplicity=1 relative_energy_kcal_mol=0.0 max_force_ev_per_a=1.69 homo_energy_ev=-4.453 homo_lumo_gap_ev=3.9
C 5.711 1.524 1.770 -0.174 -0.464 -0.295 -0.10
C 6.251 0.214 1.147 0.107 0.569 0.072 -0.25
C 6.195 0.188 -0.395 -0.095 -0.738 -0.159 -0.20
C 5.063 -0.694 -0.978 -0.415 0.265 0.211 -0.20
C 3.937 0.073 -1.717 0.100 -0.217 0.799 -0.19
C 2.577 -0.617 -1.498 0.296 -0.240 -0.505 -0.23
C 1.581 -0.431 -2.645 -0.183 -0.019 0.293 -0.20
C 0.987 0.994 -2.734 0.051 -0.614 -0.082 -0.13
C -0.464 1.063 -2.224 0.528 0.661 0.107 -0.44
C -0.769 2.429 -1.538 -0.892 0.526 -0.161 -0.25
O -1.990 2.917 -2.045 0.292 -0.270 0.188 -0.38
P -2.938 1.632 -2.765 -0.501 -0.492 0.385 0.51
C -3.953 0.223 -3.534 -0.130 0.098 0.154 -0.36
C -4.798 -0.581 -2.533 -0.283 -0.251 -0.269 -0.28
C -4.389 -2.065 -2.439 0.434 0.555 0.340 -0.23
C -3.180 -2.285 -1.520 0.215 0.116 -0.019 -0.22
C -2.503 -3.642 -1.755 0.222 -0.288 0.467 -0.19
C -1.866 -4.361 -0.527 0.232 0.102 -0.387 -0.19
C -0.318 -4.345 -0.458 -0.029 -0.149 0.666 -0.21
C 0.321 -3.443 0.627 -0.028 0.169 -0.407 -0.19
C -0.153 -1.968 0.671 -0.024 -0.416 -0.143 -0.20
C -1.096 -1.652 1.837 0.173 0.212 0.357 -0.21
C -1.229 -0.135 2.136 0.144 -0.146 -0.639 -0.17
C -2.471 0.482 1.501 0.157 -0.475 0.409 -0.14
N -3.711 0.186 2.228 -0.517 0.322 0.028 -0.11
C -4.856 0.889 1.963 -1.255 -0.625 0.940 -0.10
C -5.907 0.377 2.753 1.635 -0.082 -0.424 -0.09
C -5.333 -0.685 3.523 0.931 0.374 -0.693 -0.11
C -3.971 -0.780 3.169 -1.378 0.422 0.106 -0.10
O -1.372 0.926 -3.262 0.106 -0.156 -0.091 -0.30
H 4.659 1.406 2.042 0.069 0.089 0.084 0.07
H 6.280 1.801 2.658 -0.110 0.085 0.028 0.06
H 5.747 2.336 1.041 0.181 0.083 0.143 0.06
H 5.693 -0.624 1.571 0.102 -0.080 -0.112 0.10
H 7.290 0.066 1.458 -0.088 0.091 0.037 0.08
H 7.149 -0.213 -0.756 -0.003 0.211 -0.062 0.09
H 6.085 1.201 -0.792 0.188 -0.024 0.053 0.10
H 4.577 -1.213 -0.142 0.115 -0.047 -0.068 0.10
H 5.458 -1.480 -1.626 0.012 0.029 -0.010 0.09
H 4.162 0.163 -2.781 -0.004 0.139 0.007 0.11
H 3.904 1.068 -1.258 -0.048 0.093 -0.405 0.10
H 2.161 -0.264 -0.550 -0.095 -0.033 -0.031 0.10
H 2.771 -1.691 -1.390 -0.083 0.065 0.063 0.08
H 0.757 -1.139 -2.491 0.008 0.063 -0.108 0.10
H 2.072 -0.746 -3.573 -0.001 0.144 0.008 0.10
H 1.618 1.667 -2.143 -0.048 0.061 -0.106 0.10
H 0.995 1.323 -3.776 -0.063 0.227 0.148 0.12
H -0.577 0.270 -1.465 -0.101 -0.069 -0.011 0.10
H -0.005 3.188 -1.745 0.175 -0.154 -0.039 0.10
H -0.860 2.343 -0.441 0.305 -0.240 -0.012 0.09
H -3.029 2.394 -3.979 0.147 0.039 -0.027 0.01
H -4.154 2.184 -2.176 0.026 0.155 -0.329 -0.01
H -2.802 0.827 -1.548 0.106 0.069 0.162 0.01
H -4.619 0.689 -4.272 0.137 0.000 0.000 0.06
H -3.280 -0.448 -4.078 0.036 0.091 -0.007 0.06
H -4.773 -0.118 -1.536 0.120 -0.003 -0.011 0.08
H -5.850 -0.539 -2.846 0.070 -0.030 0.074 0.09
H -4.089 -2.370 -3.446 -0.272 -0.276 0.001 0.10
H -5.214 -2.685 -2.074 -0.019 -0.087 -0.199 0.10
H -2.475 -1.462 -1.690 0.005 -0.075 0.018 0.09
H -3.487 -2.206 -0.470 -0.115 0.018 -0.046 0.11
H -3.246 -4.334 -2.163 -0.008 0.125 -0.119 0.10
H -1.708 -3.540 -2.503 -0.235 0.014 -0.152 0.10
H -2.262 -3.975 0.414 -0.147 0.063 -0.015 0.09
H -2.179 -5.409 -0.583 0.028 0.077 0.110 0.09
H 0.115 -4.119 -1.437 -0.105 0.136 0.000 0.09
H 0.011 -5.363 -0.208 0.056 0.086 -0.194 0.10
H 0.171 -3.904 1.609 -0.042 0.017 -0.042 0.10
H 1.403 -3.454 0.442 -0.097 -0.031 0.109 0.10
H 0.719 -1.317 0.748 -0.006 -0.022 0.066 0.09
H -0.613 -1.733 -0.294 -0.103 0.178 0.070 0.09
H -0.695 -2.150 2.729 -0.047 0.004 -0.061 0.11
H -2.087 -2.080 1.667 0.054 -0.049 -0.059 0.09
H -1.149 0.087 3.203 -0.197 -0.040 -0.001 0.11
H -0.376 0.360 1.654 -0.063 0.024 0.148 0.10
H -2.563 0.071 0.495 -0.029 0.256 -0.174 0.10
H -2.387 1.567 1.439 0.005 -0.073 -0.100 0.12
H -4.888 1.697 1.245 0.240 -0.160 0.000 0.11
H -6.932 0.723 2.753 0.204 -0.080 -0.001 0.06
H -5.849 -1.311 4.236 0.121 0.012 -0.030 0.07
H -3.208 -1.452 3.523 -0.020 0.063 -0.020 0.10
C -8.764 3.779 1.925 0.058 -0.153 0.024 0.08
C -9.200 5.045 1.971 0.175 -0.056 -0.125 -0.26
C -10.481 5.429 2.663 -0.247 -0.144 0.116 -0.33
O -10.789 6.608 2.666 0.085 0.087 -0.062 0.09
C -11.273 4.384 3.285 -0.050 0.167 -0.003 0.07
C -10.838 3.118 3.238 -0.198 0.032 0.100 -0.23
C -9.547 2.739 2.560 0.314 0.189 -0.232 -0.30
O -9.236 1.562 2.581 -0.188 -0.117 0.100 0.10
O -11.492 2.096 3.775 0.061 0.014 -0.027 0.11
O -8.550 6.060 1.417 -0.049 0.012 0.070 0.11
H -7.846 3.495 1.428 0.007 0.021 0.005 0.14
H -12.197 4.666 3.770 0.001 -0.020 0.010 0.13
H -10.942 1.308 3.593 0.051 -0.031 -0.023 0.12
H -9.087 6.853 1.600 -0.046 0.031 0.013 0.12
C 4.564 -6.345 -4.941 0.122 -0.103 -0.096 0.07
C 3.835 -5.543 -4.151 -0.141 -0.134 -0.124 -0.23
C 4.468 -4.475 -3.294 0.314 0.097 0.045 -0.30
O 3.722 -3.791 -2.622 -0.115 -0.028 0.037 0.11
C 5.914 -4.330 -3.320 -0.100 0.099 0.099 0.08
C 6.638 -5.134 -4.108 0.069 0.157 0.129 -0.23
C 6.003 -6.189 -4.978 -0.328 -0.112 -0.055 -0.32
O 6.749 -6.860 -5.670 0.152 0.020 0.018 0.10
O 7.962 -5.077 -4.199 -0.019 -0.026 -0.029 0.11
O 2.517 -5.615 -4.056 0.087 0.051 0.038 0.12
H 4.120 -7.112 -5.560 -0.025 0.014 0.002 0.13
H 6.362 -3.570 -2.695 0.033 -0.010 -0.019 0.11
H 8.212 -5.766 -4.845 -0.014 -0.045 -0.044 0.12
H 2.246 -4.916 -3.428 -0.017 0.037 0.024 0.12
C -11.749 7.223 -3.317 -0.104 0.118 -0.094 0.07
C -11.137 6.381 -2.472 0.102 -0.008 -0.193 -0.23
C -11.592 6.215 -1.044 -0.263 0.173 0.206 -0.29
O -10.990 5.414 -0.355 0.136 -0.139 -0.063 0.11
C -12.707 7.014 -0.570 0.066 -0.103 0.107 0.08
C -13.313 7.857 -1.416 -0.070 -0.014 0.201 -0.24
C -12.876 8.004 -2.851 0.257 -0.136 -0.208 -0.32
O -13.504 8.786 -3.543 -0.109 0.079 0.072 0.10
O -14.339 8.627 -1.075 0.031 -0.016 -0.058 0.11
O -10.100 5.635 -2.815 -0.079 0.021 0.088 0.13
H -11.434 7.348 -4.343 0.019 -0.024 0.004 0.14
H -13.010 6.901 0.462 0.004 0.019 0.000 0.13
H -14.575 9.126 -1.882 0.002 0.016 -0.057 0.12
H -9.845 5.121 -2.024 0.023 -0.022 0.029 0.13
C 10.801 -1.451 1.329 -0.067 0.023 0.143 0.08
C 11.863 -1.379 0.516 -0.027 0.044 0.117 -0.23
C 11.837 -1.937 -0.886 -0.231 -0.165 -0.189 -0.31
O 12.847 -1.811 -1.554 0.115 0.055 0.075 0.10
C 10.626 -2.586 -1.354 0.148 0.005 -0.097 0.08
C 9.564 -2.659 -0.539 -0.040 -0.054 -0.226 -0.23
C 9.590 -2.087 0.853 0.212 0.164 0.148 -0.30
O 8.570 -2.194 1.511 -0.103 -0.114 0.027 0.09
O 8.414 -3.226 -0.879 0.022 0.045 0.060 0.11
O 13.016 -0.819 0.859 -0.033 -0.032 -0.059 0.12
H 10.816 -1.050 2.334 0.045 0.020 -0.007 0.11
H 10.619 -2.990 -2.356 -0.032 0.000 -0.002 0.14
H 7.822 -3.123 -0.107 -0.029 0.026 0.047 0.12
H 13.596 -0.904 0.078 0.016 -0.009 -0.056 0.12
C 8.946 0.113 7.441 -0.134 -0.016 0.087 0.07
C 10.018 0.190 6.643 0.028 0.100 0.195 -0.24
C 10.015 -0.370 5.245 -0.250 -0.191 -0.228 -0.30
O 11.037 -0.235 4.591 0.073 0.052 0.095 0.09
C 8.820 -1.029 4.762 0.133 -0.015 -0.151 0.08
C 7.744 -1.108 5.558 0.015 -0.034 -0.145 -0.23
C 7.738 -0.530 6.951 0.218 0.147 0.188 -0.31
O 6.715 -0.638 7.598 -0.107 -0.077 -0.055 0.11
O 6.611 -1.690 5.199 0.030 0.040 0.072 0.13
O 11.163 0.759 7.004 -0.033 -0.035 -0.057 0.11
H 8.937 0.513 8.445 0.014 0.014 -0.007 0.13
H 8.824 -1.439 3.760 -0.066 0.004 -0.004 0.11
H 6.002 -1.595 5.956 -0.027 0.015 0.035 0.12
H 11.757 0.678 6.233 0.016 -0.009 -0.054 0.12

***

107
Properties=species:S:1:pos:R:3:forces:R:3:lowdin_charge:R:1 method="wB97M-V/def2-TZVPD" e_lumo_ev="-1.201 / -1.131" spin_multiplicity=1 relative_energy_kcal_mol=0.0 max_force_ev_per_a=3.50 homo_energy_ev="-7.311 / -7.326" homo_lumo_gap_ev="6.1 / 6.2"
Ir 0.214 -0.491 0.081 -2.302 0.811 1.456 1.25
C 2.659 0.232 -2.445 -0.280 0.158 0.042 -0.08
C 2.157 1.661 -2.612 0.222 -0.236 -0.123 -0.35
C 3.270 2.515 -3.226 -0.250 -0.002 0.000 -0.07
C 1.656 2.282 -1.340 0.050 -0.091 -0.074 -0.23
C 1.717 3.638 -1.021 -0.291 -0.207 0.358 0.05
C 1.043 3.784 0.179 0.387 0.165 -0.685 -0.19
C 0.944 5.102 0.886 -0.170 -0.055 0.302 -0.34
C -0.477 5.575 1.208 0.113 -0.018 -0.064 -0.05
C 1.848 5.066 2.120 -0.025 0.156 -0.192 -0.04
N 0.627 2.557 0.566 0.029 0.212 0.556 0.05
N 1.008 1.651 -0.363 0.199 -2.039 -0.141 0.00
B -0.450 2.209 1.641 0.029 -0.465 -0.242 -0.49
N -0.030 1.151 2.705 -0.003 0.665 0.458 0.04
N 0.201 -0.133 2.346 -0.276 0.464 -1.881 0.02
C 0.314 -0.880 3.439 0.177 -0.081 0.253 -0.23
C 0.142 -0.049 4.546 -0.136 0.291 -0.459 0.02
C -0.066 1.232 4.059 0.009 -0.522 0.421 -0.18
C -0.115 2.361 5.064 0.132 0.334 0.056 -0.34
C -0.741 3.714 4.744 -0.008 -0.252 0.010 -0.06
C 1.319 2.575 5.578 -0.185 -0.077 0.115 -0.05
C 0.699 -2.329 3.564 -0.022 -0.321 -0.212 -0.34
C -0.211 -3.040 4.572 0.186 0.164 -0.031 -0.06
C 0.692 -3.114 2.261 0.102 0.221 0.123 -0.08
N -1.669 1.721 0.827 -0.373 0.275 0.664 0.05
N -1.520 0.973 -0.286 1.316 -1.912 0.050 0.03
C -2.700 0.874 -0.890 -0.439 -0.158 0.012 -0.23
C -3.647 1.572 -0.136 0.385 -0.004 0.007 0.06
C -2.959 2.100 0.940 -0.035 -0.012 -0.270 -0.18
C -3.511 2.942 2.045 -0.053 0.049 0.083 -0.36
C -3.819 2.062 3.257 0.122 0.171 -0.087 -0.04
C -4.761 3.687 1.577 0.249 0.008 0.035 -0.06
C -2.957 0.188 -2.195 0.108 -0.136 -0.290 -0.35
C -1.676 -0.280 -2.871 -0.276 -0.257 0.208 -0.08
C -3.727 1.124 -3.135 0.000 -0.109 0.224 -0.06
H 2.881 -0.196 -3.419 0.042 -0.066 -0.073 0.09
H 1.901 -0.383 -1.965 0.161 -0.065 -0.107 -0.04
H 3.567 0.225 -1.846 0.124 -0.031 0.082 0.07
H 1.311 1.640 -3.312 0.046 0.024 0.080 0.14
H 4.064 2.690 -2.501 0.084 -0.019 0.056 0.09
H 2.897 3.478 -3.562 0.004 0.155 -0.053 0.07
H 3.698 2.003 -4.085 0.015 -0.019 -0.063 0.08
H 2.187 4.421 -1.578 0.074 0.182 -0.140 0.11
H 1.362 5.828 0.180 0.000 -0.167 0.042 0.13
H -0.837 5.162 2.141 -0.099 -0.056 0.139 0.04
H -1.164 5.283 0.418 -0.139 0.021 -0.092 0.09
H -0.496 6.659 1.300 0.015 0.111 -0.008 0.08
H 1.586 4.217 2.743 -0.019 -0.098 0.182 0.05
H 1.752 5.979 2.700 -0.015 0.129 0.143 0.09
H 2.887 4.962 1.814 0.126 -0.055 0.040 0.08
H -0.726 3.179 2.226 -0.043 0.339 0.190 0.09
H 0.176 -0.336 5.580 0.030 -0.022 0.133 0.12
H -0.694 1.944 5.898 0.069 0.017 -0.130 0.14
H -0.148 4.277 4.032 0.037 0.085 -0.117 0.05
H -0.782 4.293 5.667 -0.020 0.022 0.023 0.09
H -1.752 3.607 4.368 -0.176 0.055 -0.127 0.06
H 1.981 2.884 4.771 0.063 0.073 -0.106 0.08
H 1.711 1.656 6.007 0.104 -0.045 0.006 0.08
H 1.328 3.343 6.349 0.042 0.112 0.063 0.08
H 1.726 -2.329 3.962 -0.161 0.031 -0.023 0.14
H -1.236 -3.032 4.207 -0.121 -0.013 -0.014 0.09
H -0.189 -2.571 5.552 -0.032 0.045 0.143 0.06
H 0.106 -4.074 4.688 0.012 -0.096 -0.007 0.08
H -0.330 -3.272 1.929 -0.002 0.008 -0.113 0.07
H 1.162 -4.085 2.399 0.068 -0.099 0.044 0.09
H 1.231 -2.570 1.490 -0.020 -0.238 -0.075 0.01
H -4.691 1.664 -0.349 -0.184 0.097 -0.081 0.11
H -2.762 3.685 2.332 0.040 -0.037 -0.042 0.11
H -4.578 1.329 2.999 -0.103 -0.137 -0.016 0.09
H -4.186 2.670 4.080 -0.053 0.038 0.147 0.08
H -2.928 1.528 3.578 0.093 -0.116 0.116 0.07
H -5.578 2.995 1.399 -0.137 -0.091 -0.038 0.08
H -4.555 4.223 0.654 -0.059 0.102 -0.090 0.08
H -5.082 4.403 2.330 -0.046 0.045 0.101 0.08
H -3.589 -0.683 -1.981 0.104 0.049 0.017 0.14
H -0.973 0.544 -2.977 0.169 0.131 -0.015 0.07
H -1.893 -0.679 -3.859 -0.054 -0.028 -0.110 0.09
H -1.205 -1.068 -2.290 0.075 0.053 -0.170 -0.01
H -3.128 2.002 -3.372 0.058 0.114 -0.027 0.09
H -4.658 1.454 -2.684 -0.147 0.099 -0.006 0.07
H -3.964 0.609 -4.063 -0.006 -0.053 -0.060 0.08
O -3.463 -2.571 -0.234 -0.088 0.547 0.429 0.07
C -2.267 -2.612 0.009 0.036 -2.425 -1.603 -0.64
O -1.571 -1.741 0.596 1.968 2.726 0.990 -0.15
C -1.533 -3.899 -0.378 -0.029 0.442 0.015 -0.16
C -2.179 -5.099 -0.117 0.004 -0.158 -0.075 -0.03
C -1.590 -6.312 -0.424 -0.018 -0.021 0.018 -0.08
C -0.354 -6.325 -1.056 -0.075 -0.075 0.032 -0.10
C 0.288 -5.140 -1.338 0.132 0.296 0.012 -0.13
C -0.268 -3.910 -0.967 -0.665 -0.310 0.426 -0.59
S 0.704 -2.516 -1.338 0.724 1.852 -0.613 0.68
H -3.161 -5.056 0.326 -0.128 -0.002 0.054 0.12
H -2.089 -7.240 -0.188 -0.071 -0.051 0.002 0.10
H 0.111 -7.260 -1.331 0.026 -0.087 -0.025 0.10
H 1.241 -5.139 -1.846 0.127 -0.054 -0.033 0.09
N 7.848 0.319 0.994 0.257 0.037 -0.013 0.18
C 6.727 0.093 0.916 0.692 0.130 0.039 -0.17
C 5.340 -0.168 0.847 -1.322 -0.282 -0.046 -0.21
C 4.428 0.723 1.419 0.322 -0.266 -0.163 0.02
C 3.083 0.434 1.327 -0.186 0.178 0.206 -0.11
N 2.606 -0.653 0.726 -0.337 -0.512 -0.389 0.00
C 3.477 -1.520 0.212 -0.001 -0.154 0.062 -0.15
C 4.845 -1.322 0.236 0.203 0.367 0.286 0.02
H 4.764 1.614 1.925 -0.002 0.051 0.005 0.13
H 2.357 1.102 1.762 -0.090 0.072 0.025 0.10
H 3.062 -2.409 -0.241 -0.187 -0.012 -0.134 0.07
H 5.516 -2.044 -0.203 -0.004 -0.064 -0.031 0.13